20
Properties=species:S:1:pos:R:3 method="wB97M-V/def2-TZVPD" e_homo_ev=-13.778 smiles="C[C@@]12C=C[C@@H]1C[NH2+]C2" charge=+1 multiplicity=1 e_tot_ha=-328.3332 homo_lumo_gap_ev=10.6 de_lowest_kcal_mol=60.0
C 1.8606 -0.9989 -0.4225
C 0.7695 -0.1207 0.1142
C 1.1688 0.9818 0.9946
C 0.5407 1.9356 0.2765
C 0.0520 0.9417 -0.7831
C -1.4054 0.6642 -0.8060
N -1.6592 -0.0281 0.5070
C -0.5634 -1.0708 0.7374
H 1.3539 -1.9892 -0.7750
H 2.4307 -1.4012 0.3725
H 2.5378 -0.5024 -1.0519
H 1.7009 0.9903 1.9199
H 0.2264 2.9328 0.4349
H 0.5718 1.3177 -1.6685
H -1.8950 1.5577 -0.9199
H -1.8190 0.0041 -1.5616
H -1.4028 0.6409 1.2708
H -2.5240 -0.5424 0.7549
H -0.6054 -1.7492 -0.0473
H -0.3509 -1.5083 1.6885

=====

21
Properties=species:S:1:pos:R:3 method="wB97M-V/def2-TZVPD" e_homo_ev=-7.910 smiles="CN1C=N[C@]2(C)C[C@H]2C1" charge=0 multiplicity=1 e_tot_ha=-383.3175 homo_lumo_gap_ev=8.7 de_lowest_kcal_mol=66.4
C 2.6985 -0.0214 0.1578
N 1.2983 -0.0064 -0.1619
C 0.7891 -1.1224 -0.7318
N -0.4692 -1.4500 -0.8462
C -1.2819 -0.4848 -0.2421
C -1.6743 -0.7795 1.2210
C -2.2086 0.6465 -0.7340
C -0.7437 0.8381 -0.6572
C 0.4669 1.1885 0.1969
H 3.2079 0.8166 -0.3532
H 2.8621 0.0304 1.2560
H 3.1370 -0.9732 -0.2563
H 1.5485 -1.7902 -1.1125
H -1.4826 0.1161 1.8421
H -1.0435 -1.5530 1.5704
H -2.7123 -1.0872 1.2648
H -2.4824 0.7068 -1.7745
H -2.9329 1.0209 -0.0161
H -0.4090 0.5978 -1.6748
H 1.0679 2.0007 -0.2200
H 0.3640 1.3057 1.2717

=====

21
Properties=species:S:1:pos:R:3 method="wB97M-V/def2-TZVPD" e_homo_ev=-8.273 charge=0 multiplicity=1 e_tot_ha=-383.1387 homo_lumo_gap_ev=9.1 de_lowest_kcal_mol=178.5
C 0.9509 1.0218 -2.1550
C 0.0916 1.4538 -0.8023
C 0.0106 2.7780 -0.2689
C -0.8014 0.2829 -0.1108
C -2.0296 0.0591 -0.6493
C -0.0066 -0.8115 0.6397
C -0.8156 -1.7799 1.4539
H 0.4669 -0.2161 -2.3673
H 2.0221 0.7705 -1.7399
H 0.8784 1.5812 -3.3769
H 0.5192 3.7444 -0.6247
H -0.7755 2.9932 0.5565
H -2.5945 -0.5142 0.0529
H -2.6513 0.4068 -1.5059
H -0.3421 -2.8280 1.4418
H -1.2357 -1.4831 2.6436
H -1.9191 -2.1030 0.9348
H 3.0649 -0.9884 1.8631
H 1.8859 -2.3227 1.5227
N 1.2358 -0.5895 0.8728
N 2.0453 -1.4555 1.6193

=====

21
Properties=species:S:1:pos:R:3 method="wB97M-V/def2-TZVPD" e_homo_ev=-8.399 smiles="C1=C[C@@H](NC[C@@H]2CN2)C1" charge=0 multiplicity=1 e_tot_ha=-383.3037 homo_lumo_gap_ev=9.5 de_lowest_kcal_mol=75.0
C 2.6573 0.6139 0.5694
C 2.6082 -0.6453 0.1857
C 1.4732 -0.3736 -0.8110
N 0.1884 -1.0152 -0.6766
C -0.4894 -0.8574 0.5876
C -1.7088 -0.0323 0.6491
C -2.8257 -0.1688 -0.3009
N -1.9698 0.9922 -0.3163
C 1.6219 1.1265 -0.4208
H 2.9860 1.1512 1.4167
H 2.9731 -1.6509 0.3046
H 1.8218 -0.5081 -1.8486
H -0.3902 -0.7006 -1.4308
H -0.7672 -1.8638 0.9657
H 0.2033 -0.4701 1.4082
H -2.0248 0.1300 1.6670
H -3.8016 -0.0454 0.1826
H -2.8526 -0.8512 -1.1598
H -2.3336 1.8497 0.0791
H 0.7275 1.4886 0.1364
H 1.9031 1.8307 -1.1875

=====

Repeat the third record exactly.
21
Properties=species:S:1:pos:R:3 method="wB97M-V/def2-TZVPD" e_homo_ev=-8.273 charge=0 multiplicity=1 e_tot_ha=-383.1387 homo_lumo_gap_ev=9.1 de_lowest_kcal_mol=178.5
C 0.9509 1.0218 -2.1550
C 0.0916 1.4538 -0.8023
C 0.0106 2.7780 -0.2689
C -0.8014 0.2829 -0.1108
C -2.0296 0.0591 -0.6493
C -0.0066 -0.8115 0.6397
C -0.8156 -1.7799 1.4539
H 0.4669 -0.2161 -2.3673
H 2.0221 0.7705 -1.7399
H 0.8784 1.5812 -3.3769
H 0.5192 3.7444 -0.6247
H -0.7755 2.9932 0.5565
H -2.5945 -0.5142 0.0529
H -2.6513 0.4068 -1.5059
H -0.3421 -2.8280 1.4418
H -1.2357 -1.4831 2.6436
H -1.9191 -2.1030 0.9348
H 3.0649 -0.9884 1.8631
H 1.8859 -2.3227 1.5227
N 1.2358 -0.5895 0.8728
N 2.0453 -1.4555 1.6193